# H3N2OS

2 unconnected molecules or ions with the total composition H3N2OS in a non-equilibrium geometry (ωB97M-V with the def2-TZVPD basis set, the Open Molecules 2025 dataset).

Calculated values
HOMO-LUMO gap: 7.4 eV
ΔE to the lowest compared entry with this formula, charge and spin: 20.4 kcal/mol
E: -15910.436 eV
Total charge: -1

XYZ file:
```
7
H3N2OS ωB97M-V with the def2-TZVPD basis set
N 0.0293 0.1177 0.8590
N -0.0165 -1.1410 0.8721
O -0.8646 -1.8038 1.5744
S 0.9363 1.0666 -1.9328
H -0.7283 0.5460 1.5227
H 0.7673 0.8072 -0.5695
H -0.1236 0.4074 -2.3258
```

---

# H3N2P

A single H3N2P molecule in a non-equilibrium geometry (ωB97M-V with the def2-TZVPD basis set, the Open Molecules 2025 dataset).

Calculated values
HOMO-LUMO gap: 9.9 eV
ΔE to the lowest compared entry with this formula, charge and spin: 4.6 kcal/mol
E: -12317.262 eV

XYZ file:
```
6
H3N2P ωB97M-V with the def2-TZVPD basis set
N 1.2446 -0.4709 0.6131
N -0.8362 0.6557 -0.2123
P -0.1236 -0.8519 -0.1327
H 1.8963 -1.2708 0.7887
H -0.4622 1.4918 -0.3626
H -1.7189 0.4461 -0.6942
```

---

# H3N3

A single H3N3 molecule in a non-equilibrium geometry (ωB97M-V with the def2-TZVPD basis set, the Open Molecules 2025 dataset).

Calculated values
HOMO-LUMO gap: 10.7 eV
ΔE to the lowest compared entry with this formula, charge and spin: 71.4 kcal/mol
E: -4516.813 eV

XYZ file:
```
6
H3N3 ωB97M-V with the def2-TZVPD basis set
N -1.2263 0.2444 -0.0008
N -0.3106 -0.6246 0.1431
N 0.9417 -0.0623 0.0634
H -2.1484 -0.0107 0.2874
H 1.0402 0.9266 -0.0877
H 1.7033 -0.4734 -0.4054
```

---

# H3N3O

A molecular structure, H3N3O in a non-equilibrium geometry (ωB97M-V with the def2-TZVPD basis set, the Open Molecules 2025 dataset).

Calculated values
HOMO-LUMO gap (spin up / spin down): 8.6 / 8.6 eV
ΔE to the lowest compared entry with this formula, charge and spin: 108.5 kcal/mol
E: -6560.685 eV

XYZ file:
```
7
H3N3O ωB97M-V with the def2-TZVPD basis set
N 1.4247 -0.8909 0.0612
N -0.2757 1.0016 0.0074
N -0.2616 -0.2652 0.1516
O -1.3201 -0.8626 0.1303
H 1.0544 -1.8411 0.0936
H 0.5621 1.4555 -0.4060
H -1.1838 1.4027 -0.0381
```

---

# H3N3O2

3 unconnected molecules or ions with the total composition H3N3O2 in a non-equilibrium geometry (ωB97M-V with the def2-TZVPD basis set, the Open Molecules 2025 dataset).

Calculated values
HOMO-LUMO gap: 5.3 eV
ΔE to the lowest compared entry with this formula, charge and spin: 16.5 kcal/mol
E: -8608.575 eV
Total charge: -2

XYZ file:
```
8
H3N3O2 ωB97M-V with the def2-TZVPD basis set
N 2.6031 10.2702 -3.7573
N -2.1337 -6.3563 1.5695
N -2.9055 -5.6324 2.0362
O -3.2696 -4.8502 2.9216
O -0.0580 -6.6957 2.0215
H 2.8313 9.6170 -2.9762
H 2.9456 9.7288 -4.5775
H -0.0132 -6.0813 2.7623
```

---

# H3N3O2

2 unconnected molecules or ions with the total composition H3N3O2 in a non-equilibrium geometry (ωB97M-V with the def2-TZVPD basis set, the Open Molecules 2025 dataset).

Calculated values
HOMO-LUMO gap (spin up / spin down): 8.7 / 8.7 eV
ΔE to the lowest compared entry with this formula, charge and spin: 71.4 kcal/mol
E: -8606.772 eV

XYZ file:
```
8
H3N3O2 ωB97M-V with the def2-TZVPD basis set
N 1.1375 0.2856 0.0633
N -0.7117 -0.5373 -0.0335
N 0.6357 1.3560 0.0034
O 2.0066 -0.5037 -0.0138
O -1.3845 0.5134 0.0461
H -0.6828 -1.1022 0.8035
H -0.6513 -1.0656 -0.8925
H 0.7982 2.3163 -0.2548
```